1.
Here is a structure of composition C4H13NS in a non-equilibrium geometry from OMol25. Energies are from wB97M-V/def2-TZVPD.

Last column: Löwdin charge in e.
Atoms and positions in Å:
1 C -2.051 -2.287 0.185  -0.12
2 C -2.007 -1.099 -0.780  -0.36
3 C -0.704 -0.285 -0.791  -0.62
4 S -0.519 0.687 0.775  0.49
5 H -1.236 -2.949 -0.050  0.06
6 H -3.026 -2.744 0.116  0.06
7 H -1.986 -1.969 1.220  0.05
8 H -2.161 -1.458 -1.754  0.08
9 H -2.801 -0.407 -0.562  0.09
10 H -0.684 0.395 -1.686  0.07
11 H 0.173 -1.001 -0.873  0.06
12 C 2.784 1.695 -0.486  -0.12
13 N 2.403 0.565 0.402  -0.07
14 H 3.748 1.564 -1.045  0.08
15 H 2.018 1.734 -1.290  0.08
16 H 2.813 2.645 0.097  0.09
17 H 2.844 0.716 1.287  0.10
18 H 2.584 -0.325 -0.011  0.10
19 H 1.070 0.705 0.570  -0.12

As for the LUMO energy: 0.58 eV. Its orbital gap is 0.296 hartree. The calculation puts the energy relative to the best compared isomer or geometry (same formula, charge and spin) at 91.1 kJ/mol.

---

2.
Here is a structure of composition C26H21N4O9V in a non-equilibrium geometry from OMol25. Energies are from wB97M-V/def2-TZVPD.

Last column: Mulliken spin population.
Atoms and positions in Å:
1 V -1.972 0.295 0.984  2.50
2 O -0.580 -3.490 0.176  0.00
3 C -0.543 -2.251 -0.305  -0.01
4 O -0.462 -1.275 0.409  -0.05
5 C -0.496 -2.156 -1.817  0.02
6 O -1.318 -1.126 -2.293  0.01
7 C -2.700 -1.488 -2.321  0.01
8 C -3.829 -1.541 0.052  -0.02
9 O -4.539 -2.804 0.174  0.00
10 O -3.092 -1.282 1.103  -0.01
11 H -0.687 -3.401 1.137  0.00
12 H 0.528 -1.875 -2.079  0.00
13 H -0.737 -3.128 -2.258  0.00
14 H -3.224 -0.541 -2.489  -0.01
15 H -2.883 -2.152 -3.176  0.00
16 C 5.462 -1.451 -1.906  0.00
17 O 4.764 -1.480 -0.683  0.00
18 C 4.673 -0.300 0.004  0.00
19 C 3.971 -0.348 1.208  0.00
20 C 3.798 0.790 1.964  0.00
21 C 4.338 2.006 1.539  0.00
22 C 5.074 2.032 0.369  0.00
23 C 5.233 0.896 -0.419  0.00
24 N 4.330 3.217 2.315  0.05
25 N 3.322 3.578 2.952  0.00
26 C 2.058 2.976 2.784  0.04
27 C 1.337 2.793 3.964  0.01
28 C 0.142 2.095 4.004  0.02
29 C -0.394 1.603 2.810  -0.07
30 O -1.485 0.870 2.738  -0.05
31 C 0.227 1.953 1.589  0.09
32 N -0.477 1.563 0.471  0.00
33 C 0.050 1.870 -0.738  0.17
34 C 1.225 2.573 -0.867  -0.07
35 C 1.953 2.964 0.256  0.27
36 C 1.466 2.630 1.536  -0.03
37 H 5.428 -2.462 -2.304  0.00
38 H 6.506 -1.154 -1.765  0.00
39 H 4.990 -0.767 -2.618  0.00
40 H 3.551 -1.292 1.528  0.00
41 H 3.233 0.736 2.884  0.00
42 H 5.524 2.969 0.066  0.00
43 H 5.795 0.964 -1.339  0.00
44 H 1.784 3.167 4.877  0.01
45 H -0.373 1.906 4.936  0.01
46 H -0.511 1.533 -1.602  0.03
47 H 1.587 2.816 -1.859  0.00
48 H 2.868 3.527 0.140  0.02
49 O -5.503 1.836 -0.190  0.02
50 C -4.619 1.035 0.053  0.00
51 O -3.490 1.342 0.609  -0.02
52 C -4.779 -0.425 -0.403  0.01
53 C -5.727 -0.641 -1.325  0.01
54 C -5.964 -1.845 -2.132  0.00
55 C -5.245 -2.970 -2.118  0.00
56 C -4.130 -3.190 -1.129  0.00
57 N -3.086 -2.161 -1.129  0.00
58 H -6.345 0.219 -1.557  0.00
59 H -6.778 -1.768 -2.844  0.00
60 H -5.492 -3.772 -2.806  0.00
61 H -3.754 -4.218 -1.157  0.00

As for the LUMO energy (spin up / spin down): 2.24 / 2.24 eV. The expectation value of S² is 3.81. Its multiplicity is 4. Its orbital gap (spin up / spin down) is 0.176 / 0.247 hartree. Its total charge is -1. The calculation puts the energy relative to the best compared isomer or geometry (same formula, charge and spin) at 71.9 kJ/mol.

---

3.
Here is a structure of composition C48H36Br4NO3P2Pt in a non-equilibrium geometry from OMol25. Energies are from wB97M-V/def2-TZVPD.

Last column: Löwdin charge in e.
Atoms and positions in Å:
1 Pt 0.204 -0.859 -0.171  1.22
2 Br 5.291 -0.394 4.730  0.68
3 C 4.355 -0.581 3.104  -0.76
4 C 5.038 -0.697 1.911  -0.77
5 Br 6.920 -0.682 1.841  0.69
6 C 4.304 -0.839 0.714  -0.65
7 Br 5.136 -1.182 -0.944  0.81
8 C 2.929 -0.815 0.721  -0.46
9 O 2.223 -0.915 -0.409  -0.31
10 C 2.213 -0.742 1.937  -0.45
11 O 0.889 -0.843 1.867  -0.24
12 C 2.942 -0.630 3.110  -0.62
13 Br 1.975 -0.628 4.733  0.81
14 O -0.901 1.226 2.165  -0.09
15 C -1.473 0.157 2.837  -0.28
16 C -1.335 -0.117 4.186  -0.06
17 C -1.917 -1.272 4.685  -0.09
18 C -2.617 -2.138 3.857  -0.08
19 C -2.750 -1.833 2.509  -0.09
20 C -2.190 -0.673 1.982  -0.37
21 P -2.198 -0.154 0.230  1.03
22 C -3.897 -0.729 -0.313  -0.38
23 C -4.928 -0.598 0.621  -0.12
24 C -6.253 -0.827 0.268  -0.10
25 C -6.583 -1.179 -1.032  -0.11
26 C -5.578 -1.270 -1.984  -0.09
27 C -4.255 -1.035 -1.633  -0.12
28 C -0.098 -0.816 -2.164  -0.37
29 C 0.792 -1.564 -2.938  -0.10
30 C 0.673 -1.590 -4.322  -0.08
31 C -0.331 -0.873 -4.966  -0.11
32 C -1.207 -0.110 -4.205  -0.10
33 C -1.085 -0.080 -2.818  -0.19
34 C 0.193 1.946 2.551  -0.26
35 C 0.293 2.561 3.785  -0.02
36 C 1.405 3.344 4.062  -0.07
37 C 2.374 3.543 3.096  -0.07
38 C 2.230 2.967 1.840  -0.06
39 C 1.152 2.137 1.547  -0.22
40 P 0.776 1.486 -0.141  1.11
41 C -0.229 2.956 -0.693  -0.29
42 C 0.491 4.093 -1.091  -0.08
43 C -0.159 5.275 -1.400  -0.08
44 C -1.545 5.352 -1.327  -0.10
45 C -2.265 4.238 -0.938  -0.08
46 C -1.614 3.048 -0.616  -0.10
47 C 2.210 1.705 -1.262  -0.34
48 C 3.530 1.880 -0.867  -0.12
49 C 4.526 2.108 -1.810  -0.11
50 C 4.216 2.133 -3.159  -0.09
51 C 2.905 1.914 -3.566  -0.06
52 C 1.908 1.708 -2.626  -0.09
53 H -0.750 0.516 4.829  0.06
54 H -1.796 -1.506 5.736  0.10
55 H -3.036 -3.055 4.252  0.10
56 H -3.278 -2.513 1.851  0.11
57 H -4.695 -0.319 1.640  0.10
58 H -7.027 -0.728 1.020  0.10
59 H -7.614 -1.369 -1.303  0.09
60 H -5.817 -1.529 -3.008  0.10
61 H -3.501 -1.086 -2.404  0.08
62 H 1.578 -2.123 -2.447  0.10
63 H 1.378 -2.178 -4.899  0.10
64 H -0.429 -0.910 -6.044  0.09
65 H -1.989 0.470 -4.683  0.10
66 H -1.761 0.551 -2.250  0.06
67 H -0.500 2.454 4.508  0.11
68 H 1.497 3.814 5.034  0.11
69 H 3.240 4.157 3.305  0.10
70 H 2.963 3.196 1.087  0.09
71 H 1.569 4.061 -1.164  0.10
72 H 0.423 6.136 -1.704  0.10
73 H -2.052 6.278 -1.568  0.10
74 H -3.346 4.280 -0.878  0.10
75 H -2.193 2.196 -0.296  0.01
76 H 3.815 1.786 0.168  0.09
77 H 5.549 2.230 -1.476  0.11
78 H 4.995 2.302 -3.892  0.10
79 H 2.652 1.900 -4.619  0.10
80 H 0.892 1.558 -2.968  0.10
81 C -2.048 -3.143 -1.655  -0.08
82 C -0.947 -3.711 -0.860  -0.39
83 C -0.719 -5.043 -0.723  -0.09
84 C 0.509 -5.176 -0.024  -0.10
85 C 0.974 -3.926 0.246  -0.33
86 C 2.269 -3.722 0.955  -0.03
87 N 0.059 -2.965 -0.250  -0.04
88 H -2.923 -3.795 -1.621  0.09
89 H -1.779 -2.981 -2.708  0.09
90 H -2.336 -2.191 -1.262  -0.03
91 H -1.358 -5.823 -1.114  0.09
92 H 1.015 -6.088 0.261  0.09
93 H 2.669 -4.715 1.167  0.08
94 H 2.157 -3.211 1.906  0.08
95 H 3.005 -3.194 0.358  0.06

As for the LUMO energy: 2.16 eV. Its orbital gap is 0.237 hartree. Its total charge is -1. The calculation puts the energy relative to the best compared isomer or geometry (same formula, charge and spin) at 198.3 kJ/mol.

---

4.
Here is a structure of composition C29H40NO2Se2V in a non-equilibrium geometry from OMol25. Energies are from wB97M-V/def2-TZVPD.

Last column: Mulliken spin population.
Atoms and positions in Å:
1 V -1.617 -1.770 -2.309  1.01
2 C 4.379 -0.614 2.014  0.00
3 C 3.133 -1.322 2.473  0.00
4 C 3.565 -2.649 3.086  0.00
5 C 2.382 -0.454 3.512  0.00
6 C 2.226 -1.632 1.253  0.00
7 C 0.852 -1.597 1.367  0.01
8 C 0.110 -1.826 0.208  -0.01
9 Se -1.865 -1.851 0.142  -0.05
10 C -2.251 0.053 0.109  0.00
11 C -2.382 0.681 1.329  0.01
12 C -2.589 2.068 1.339  0.00
13 C -2.622 2.808 0.152  0.00
14 C -2.392 2.151 -1.096  0.00
15 C -2.200 0.762 -1.080  0.00
16 O -1.734 -0.060 -2.132  0.00
17 C -2.237 3.073 -2.359  0.00
18 C -0.936 3.836 -2.215  0.00
19 C -2.279 2.193 -3.660  0.01
20 C -3.418 4.057 -2.456  0.00
21 C -2.559 2.704 2.761  0.00
22 C -1.199 2.286 3.467  0.00
23 C -3.723 2.180 3.599  0.00
24 C -2.641 4.209 2.738  0.00
25 C 0.691 -2.360 -0.958  -0.01
26 O -0.169 -2.623 -2.035  -0.03
27 C 2.094 -2.585 -1.004  0.00
28 C 2.849 -2.111 0.091  0.01
29 C 2.834 -3.369 -2.096  0.00
30 C 1.952 -3.563 -3.351  0.00
31 C 3.069 -4.770 -1.508  0.00
32 C 4.083 -2.634 -2.558  0.00
33 H 5.013 -0.402 2.869  0.00
34 H 5.003 -1.183 1.311  0.00
35 H 4.145 0.360 1.561  0.00
36 H 4.206 -2.473 3.991  0.00
37 H 2.710 -3.262 3.368  0.00
38 H 4.177 -3.288 2.410  0.00
39 H 3.167 -0.258 4.272  0.00
40 H 2.083 0.435 2.983  0.00
41 H 1.535 -0.935 4.080  0.00
42 H 0.423 -1.320 2.313  0.00
43 H -2.364 0.066 2.207  0.00
44 H -2.831 3.842 0.190  0.00
45 H -0.120 3.075 -2.200  0.00
46 H -0.690 4.506 -3.046  0.00
47 H -1.000 4.441 -1.276  0.00
48 H -1.347 1.619 -3.661  -0.01
49 H -3.137 1.516 -3.653  0.00
50 H -2.328 2.841 -4.529  0.00
51 H -3.590 4.672 -1.588  0.00
52 H -3.234 4.725 -3.314  0.00
53 H -4.336 3.520 -2.730  0.00
54 H -1.331 1.280 3.897  0.00
55 H -0.231 2.286 2.883  0.00
56 H -0.938 2.982 4.219  0.00
57 H -3.837 1.080 3.549  0.00
58 H -3.593 2.469 4.654  0.00
59 H -4.716 2.499 3.280  0.00
60 H -1.768 4.651 2.227  0.00
61 H -3.550 4.609 2.349  0.00
62 H -2.599 4.542 3.821  0.00
63 H 3.905 -2.260 0.127  0.00
64 H 1.087 -4.143 -3.126  0.00
65 H 1.656 -2.576 -3.698  0.00
66 H 2.622 -4.023 -4.062  0.00
67 H 2.104 -5.285 -1.405  0.00
68 H 3.688 -5.378 -2.193  0.00
69 H 3.524 -4.745 -0.511  0.00
70 H 3.806 -1.669 -2.982  0.00
71 H 4.786 -2.422 -1.786  0.00
72 H 4.666 -3.297 -3.246  0.00
73 Se -5.131 -3.170 -5.159  0.07
74 C -3.944 -2.799 -3.972  0.02
75 N -3.097 -2.399 -3.246  -0.02

As for the LUMO energy (spin up / spin down): -5.08 / -4.65 eV. The expectation value of S² is 0.77. Its multiplicity is 2. Its orbital gap (spin up / spin down) is 0.235 / 0.253 hartree. Its total charge is +1.

---

5.
Here is a structure of composition C18H24CaN6O6Se from OMol25. Energies are from wB97M-V/def2-TZVPD.

Last column: Löwdin charge in e.
Atoms and positions in Å:
1 Ca 0.881 -0.591 -0.501  1.38
2 C 3.532 0.404 3.491  -0.02
3 N 3.352 0.974 2.159  -0.12
4 C 4.553 1.183 1.364  -0.01
5 C 2.165 0.948 1.554  -0.46
6 O 1.991 1.320 0.384  -0.04
7 C 0.961 0.516 2.399  -0.09
8 O -0.220 0.301 1.613  -0.19
9 C -0.986 1.479 1.326  -0.08
10 C -0.842 1.978 -0.127  -0.41
11 O -0.397 1.233 -0.992  -0.11
12 N -1.222 3.234 -0.405  -0.12
13 C -2.037 4.060 0.465  -0.03
14 C -1.000 3.772 -1.744  -0.02
15 H 4.564 0.564 3.791  0.09
16 H 3.318 -0.669 3.487  0.09
17 H 2.891 0.899 4.221  0.09
18 H 5.153 1.985 1.796  0.09
19 H 4.269 1.444 0.351  0.09
20 H 5.139 0.262 1.345  0.10
21 H 0.783 1.266 3.175  0.14
22 H 1.188 -0.443 2.867  0.11
23 H -0.709 2.265 2.028  0.13
24 H -2.035 1.216 1.480  0.14
25 H -2.146 3.629 1.456  0.08
26 H -3.033 4.181 0.033  0.10
27 H -1.589 5.050 0.562  0.10
28 H -0.267 3.164 -2.266  0.07
29 H -0.634 4.794 -1.644  0.10
30 H -1.924 3.773 -2.319  0.08
31 N 1.037 -3.240 -0.794  -0.04
32 C 1.193 -3.647 0.622  -0.16
33 C 1.880 -2.541 1.444  -0.67
34 O 1.933 -2.625 2.670  0.01
35 O 2.370 -1.576 0.754  -0.20
36 H 0.571 -3.966 -1.322  0.08
37 H 1.961 -3.117 -1.198  0.08
38 H 1.785 -4.557 0.755  0.12
39 H 0.207 -3.823 1.053  0.11
40 Se -0.166 1.000 -4.617  0.53
41 C 0.850 0.088 -3.425  -0.92
42 N 1.549 -0.516 -2.708  -0.08
43 O -3.164 1.831 -3.120  0.00
44 C -2.751 0.797 -3.328  -0.11
45 N -3.511 -3.357 -4.819  0.17
46 C -3.275 -2.990 -3.756  -0.17
47 C -2.987 -2.561 -2.413  -0.21
48 C -3.902 -2.776 -1.390  0.00
49 C -3.569 -2.354 -0.115  -0.04
50 C -2.335 -1.756 0.083  -0.12
51 N -1.448 -1.558 -0.894  0.01
52 C -1.785 -1.922 -2.128  -0.11
53 H -4.840 -3.275 -1.592  0.13
54 H -4.242 -2.504 0.718  0.11
55 H -2.027 -1.440 1.074  0.11
56 H -1.032 -1.806 -2.900  0.11

As for the LUMO energy: -0.19 eV. Its orbital gap is 0.257 hartree. The calculation puts the energy relative to the best compared isomer or geometry (same formula, charge and spin) at 73.2 kJ/mol.

---

> Number 4 is which compound?

C29H40NO2Se2V